# 1
{
  "formula": "C5H9N2",
  "method": "ωB97M-V/def2-TZVPD",
  "symbols": ["C", "N", "C", "C", "C", "C", "N", "H", "H", "H", "H", "H", "H", "H", "H", "H"],
  "coordinates": [[-1.73312, 1.02655, 0.01436], [-0.75791, 0.06984, -0.55257], [0.25245, -0.48793, 0.50092], [1.16840, -1.60395, -0.09438], [2.13892, -0.54590, -0.57178], [2.05256, 0.75304, -0.35596], [0.95833, 0.79076, 0.55136], [-2.12913, 1.76217, -0.79765], [-2.60954, 0.39433, 0.43818], [-1.31395, 1.65730, 0.76749], [-0.06748, 0.60146, -1.10541], [-1.14268, -0.67656, -1.32864], [-0.08980, -0.51735, 1.58438], [0.54185, -2.13098, -0.89719], [1.55691, -2.50992, 0.45298], [1.17420, 1.41714, 1.39391]],
  "atomic_forces_ev_per_a": [[-3.5030, -0.3314, -1.1794], [-0.1690, -2.7670, -2.5876], [-0.3132, 1.9993, 2.7419], [-0.5463, -0.4803, -1.7193], [0.3338, 2.9988, -0.4630], [0.2041, -5.7163, -0.3086], [2.2538, 3.2558, 1.8685], [0.6843, -1.6520, 1.2305], [1.4469, 1.3236, -0.6978], [0.5844, -0.0545, 0.4580], [-0.4354, -0.0808, -0.0872], [0.4762, 2.0189, 2.7552], [-0.8155, -1.0885, -1.6565], [0.9721, 0.9157, 0.6191], [-0.2590, 1.5653, 0.2459], [-0.9142, -1.9065, -1.2198]],
  "orbital_gap_ha": [0.26201, 0.29916],
  "total_energy_ha": -304.899061,
  "total_charge": 1,
  "smiles": "C[NH2+][C@H]1CC#CN1"
}

# 2
{
  "formula": "C18H25ClCoIN6O5",
  "method": "ωB97M-V/def2-TZVPD",
  "symbols": ["Co", "N", "C", "C", "C", "C", "N", "C", "N", "N", "C", "O", "O", "H", "H", "H", "H", "H", "H", "H", "H", "H", "H", "H", "H", "H", "H", "C", "C", "C", "C", "Cl", "C", "C", "C", "O", "C", "C", "O", "O", "H", "H", "H", "H", "H", "H", "H", "H", "I", "C", "C", "N", "N", "C", "H", "H", "H"],
  "coordinates": [[-0.00860, 0.59350, -0.11786], [-0.47633, 0.37363, 1.85371], [0.14508, 1.60930, 2.40150], [-0.06999, 1.85508, 3.88342], [0.64205, 0.89093, 4.83058], [2.14742, 1.13910, 4.93143], [2.91016, 0.76052, 3.73719], [3.27557, -0.47158, 3.43107], [2.94241, -1.49691, 4.23066], [3.99012, -0.70404, 2.33046], [-0.37600, 2.78952, 1.54428], [-0.66846, 3.84910, 2.06440], [-0.41977, 2.49051, 0.29329], [-1.46798, 0.37197, 2.07912], [-0.06734, -0.46320, 2.25602], [1.20384, 1.53955, 2.16479], [-1.14404, 1.85011, 4.08954], [0.25876, 2.87630, 4.08704], [0.43846, -0.15522, 4.57378], [0.23850, 1.04283, 5.83399], [2.57152, 0.62367, 5.79697], [2.32992, 2.20159, 5.09096], [3.18702, 1.49615, 3.09342], [2.55765, -1.32689, 5.14258], [3.33326, -2.40799, 4.06555], [4.02231, -0.00146, 1.59417], [4.15411, -1.65213, 2.03862], [6.53109, 1.43134, 1.99994], [5.34225, 2.35636, 1.91196], [5.22990, 3.42108, 2.80060], [4.18221, 4.32282, 2.70819], [4.08469, 5.63737, 3.83039], [3.22099, 4.18402, 1.72194], [3.30862, 3.12272, 0.82986], [4.35462, 2.21153, 0.92999], [4.48542, 1.09247, 0.13808], [3.70636, 0.92936, -1.03552], [2.24063, 0.57196, -0.80411], [1.36465, 0.77677, -1.67437], [1.90700, 0.08392, 0.32814], [6.75524, 1.18416, 3.03787], [7.41564, 1.91892, 1.58550], [6.38500, 0.51255, 1.43899], [5.98351, 3.55699, 3.56769], [2.39053, 4.87555, 1.66352], [2.53603, 3.02724, 0.07869], [4.17068, 0.08798, -1.54813], [3.76744, 1.80397, -1.68480], [-5.45357, -2.06670, -0.43318], [-3.90522, -0.71774, -0.58730], [-3.98223, 0.65942, -0.59539], [-2.72638, 1.11311, -0.69682], [-1.83312, 0.11361, -0.77314], [-2.54041, -1.00892, -0.68461], [-4.83164, 1.32060, -0.54395], [-2.38716, 2.06774, -0.69699], [-2.05813, -1.97184, -0.73993]],
  "atomic_forces_ev_per_a": [[0.8071, -1.2163, 0.6396], [0.0037, 0.2370, -0.4838], [-0.1544, 0.3057, 0.1510], [-0.0518, -0.1712, 0.0187], [0.0273, 0.1287, 0.0438], [-0.0507, -0.1038, -0.0320], [-0.0391, 0.2625, 0.0072], [0.1956, -0.1733, -0.1664], [-0.0150, 0.0024, 0.0361], [-0.1280, 0.0115, 0.2531], [-0.0126, 0.0104, -0.0534], [0.1158, -0.1196, -0.0512], [-0.1912, 0.4079, -0.2849], [-0.0349, -0.0796, -0.0649], [0.0200, -0.0241, -0.0072], [0.0746, -0.0644, -0.0254], [0.0085, -0.0033, -0.0088], [-0.0510, 0.0076, -0.0218], [0.0246, 0.0145, 0.0078], [-0.0048, -0.0651, 0.0106], [0.0313, 0.0253, -0.0012], [0.0430, -0.0143, -0.0165], [0.0672, -0.1103, 0.0778], [-0.0061, 0.0064, 0.0125], [0.0130, 0.0055, -0.0091], [0.0098, -0.1747, -0.0675], [-0.0277, -0.0152, 0.0157], [0.0166, 0.0484, -0.0506], [0.0908, -0.0102, 0.0375], [0.0425, -0.0318, -0.0023], [-0.0248, -0.0012, -0.0131], [-0.0219, -0.0220, 0.0225], [-0.1135, -0.0366, 0.0588], [-0.0904, -0.1281, -0.0035], [0.0047, 0.2080, 0.0429], [-0.2014, -0.2164, -0.0981], [-0.1188, 0.0879, -0.3053], [0.0141, 0.0440, 0.3302], [-0.0485, 0.0963, 0.2052], [0.0247, 0.4367, -0.0063], [-0.0232, -0.0045, -0.0102], [-0.0226, 0.0310, -0.0003], [-0.0116, 0.0045, 0.0483], [-0.0218, -0.0091, -0.0315], [0.0294, 0.0085, -0.0410], [-0.0242, -0.0634, -0.0842], [-0.0274, 0.0139, -0.1530], [-0.0192, 0.0285, 0.0392], [0.0354, 0.0509, -0.0251], [-0.0391, -0.1290, 0.0660], [-0.0082, -0.0177, -0.0245], [-0.1100, 0.0723, -0.1972], [-0.1973, 0.4533, 0.3721], [0.0188, -0.0381, -0.3042], [0.0517, -0.0010, -0.0094], [0.1181, 0.0085, 0.0983], [0.0031, 0.0261, 0.0595]],
  "orbital_gap_ha": [0.32421, 0.32444],
  "total_energy_ha": -3546.193317,
  "multiplicity": 2,
  "total_charge": 1
}

# 3
{
  "formula": "C9H22N4O2",
  "method": "ωB97M-V/def2-TZVPD",
  "symbols": ["C", "C", "O", "C", "C", "C", "C", "N", "C", "C", "O", "C", "N", "N", "N", "H", "H", "H", "H", "H", "H", "H", "H", "H", "H", "H", "H", "H", "H", "H", "H", "H", "H", "H", "H", "H", "H"],
  "coordinates": [[0.42444, -1.62200, -2.42189], [1.37312, -0.58487, -1.60621], [2.37448, -0.13127, -2.09404], [0.96687, -0.09074, -0.18744], [-0.50234, -0.13641, 0.32022], [-1.62780, 0.55965, -0.46102], [-2.92302, 0.60976, 0.28750], [-3.24504, -0.71976, 0.88046], [1.87638, -0.98287, 0.73605], [1.68877, -2.48899, 0.90473], [2.75795, -0.40430, 1.37636], [1.39170, 1.51119, 0.04413], [0.75677, 2.44240, -0.90167], [1.08050, 1.81524, 1.40478], [3.06973, 1.55869, -0.10556], [0.93664, -2.00043, -3.28567], [-0.09324, -2.30377, -1.73219], [-0.43482, -1.18365, -2.83450], [-0.37646, 0.37969, 1.33906], [-0.70371, -1.25676, 0.44333], [-1.67588, 0.00410, -1.49608], [-1.37691, 1.53985, -0.72902], [-2.77479, 1.38014, 0.94136], [-3.80329, 0.89684, -0.32172], [-3.54802, -1.24029, 0.06169], [-3.96939, -0.75977, 1.59068], [-2.36792, -1.17434, 1.24507], [0.89543, -2.73060, 1.53691], [1.79924, -2.97561, -0.04290], [2.38818, -2.80031, 1.62924], [0.67204, 3.28289, -0.43625], [1.10532, 2.41925, -1.87268], [1.30019, 1.15143, 2.07751], [1.65427, 2.62786, 1.64966], [3.41643, 0.91867, 0.58499], [3.22439, 1.21993, -1.12240], [3.44037, 2.55017, -0.13072]],
  "atomic_forces_ev_per_a": [[1.3481, 0.9796, 2.2953], [-2.4953, -0.5689, -1.5095], [0.0507, -0.2757, -0.2215], [0.6978, 1.5247, -0.0280], [0.5543, -0.8917, 1.3637], [0.6484, -3.1219, -2.7848], [-0.8816, -0.5989, -1.9936], [1.2026, -0.4502, -0.0159], [0.7138, 0.7160, 1.5962], [0.9416, 2.0359, -0.4686], [-1.1295, -1.6829, -0.5264], [0.6968, -1.7273, -0.6805], [1.5586, -3.9166, 0.3611], [0.2418, 3.2924, -2.0153], [-1.5173, 2.2676, -3.9208], [0.5610, -0.7439, 0.1071], [0.9380, -0.5345, -0.1863], [-1.0339, 1.6823, -0.6144], [-0.8335, -1.2067, -1.2210], [0.0566, 1.3614, 0.0112], [-0.3786, 0.9361, 1.8269], [0.4682, 1.4159, -0.1756], [-0.1294, 1.4772, 2.6991], [0.6438, -0.2057, 0.1114], [-0.2250, -0.7047, 0.1734], [-0.2421, 0.2233, 0.1767], [-1.1345, 0.4566, -0.2161], [-2.5413, -0.3155, 0.0336], [-0.3645, -0.6890, -0.2980], [1.9425, -0.3037, 0.1708], [-0.2771, 2.5396, 0.4065], [-0.1882, 0.3368, 0.9813], [0.6485, -1.7418, 1.0237], [-0.6634, 0.0822, 0.2583], [0.6868, -0.2696, 0.5963], [-0.0225, -0.0306, 1.9937], [-0.5419, -1.3476, 0.6904]],
  "orbital_gap_ha": 0.37800,
  "total_energy_ha": -724.990747,
  "total_charge": 2,
  "smiles": "CC(=O)C(CCC[NH3+])(C(C)=O)C(N)(N)[NH3+]"
}

# 4
{
  "formula": "C6H10S",
  "method": "ωB97M-V/def2-TZVPD",
  "symbols": ["C", "C", "C", "C", "S", "C", "C", "H", "H", "H", "H", "H", "H", "H", "H", "H", "H"],
  "coordinates": [[-1.41284, 0.26299, -1.57936], [-0.69318, -0.99461, -1.12122], [0.40430, -0.67046, -0.20710], [1.73789, -0.89218, -0.30109], [2.43506, -0.43129, 1.19208], [0.59633, -0.06025, 1.53457], [0.20243, 1.38894, 1.59392], [-2.40994, -0.01244, -1.96480], [-0.82004, 0.63206, -2.43540], [-1.26163, 0.97188, -0.72347], [-0.43814, -1.66127, -1.89518], [-1.19188, -1.73168, -0.45517], [2.25949, -1.34623, -1.04584], [0.12315, -0.77269, 2.12404], [-0.86437, 1.64077, 1.71940], [0.71973, 2.08966, 0.96931], [0.61363, 1.58679, 2.59532]],
  "atomic_forces_ev_per_a": [[0.6096, -0.4292, -0.0283], [-0.7153, -0.5735, 2.2658], [3.8153, 0.6059, 2.8370], [-3.0830, 0.7952, 0.9973], [-0.7815, 0.7166, 1.5318], [0.2034, -0.0860, -6.9167], [0.3796, -0.1987, 3.0728], [0.1435, 0.8038, 0.6115], [-0.3271, 0.1523, 0.3741], [-1.1513, -0.2404, -1.0491], [0.9826, -0.4586, -1.3611], [-1.2131, 0.7179, -0.3788], [1.5055, -1.1194, -2.2278], [-0.6726, -0.8881, 1.4597], [0.3082, -0.5350, -0.5109], [0.1645, -0.1385, -0.8446], [-0.1683, 0.8757, 0.1672]],
  "orbital_gap_ha": 0.32085,
  "total_energy_ha": -632.687069,
  "smiles": "CCC1=CS[C@H]1C"
}